Entry 1:
The molecule C4N2 in a non-equilibrium geometry. Source: the Open Molecules 2025 dataset; level of theory: ωB97M-V/def2-TZVPD.

Calculated values
Gap between HOMO and LUMO, hartree: 0.3285
SMILES: N#CC#CC#N
Highest occupied orbital energy, Ha: -0.4001
M, g/mol: 76.06
F_max, eV/Å: 14.2

Geometry as XYZ:
```
6
Properties=species:S:1:pos:R:3:forces:R:3:mulliken_charge:R:1
N -1.896910 1.083861 -2.193931 8.1233 -2.4071 4.2335 -0.379
N 1.418377 -1.274442 2.470169 -2.2987 3.4199 -4.2053 -0.392
C 0.951740 -0.624703 1.559779 2.9261 -4.0516 5.0318 -0.123
C -0.847349 0.729513 -1.572452 -11.2018 4.0813 -7.6519 -0.099
C -0.090358 0.201242 -0.677792 5.0715 -2.5937 7.7965 0.563
C 0.464500 -0.115471 0.414227 -2.6205 1.5512 -5.2047 0.430
```
Forces are in eV/Å.

---

Entry 2:
The molecule C4O2 in a non-equilibrium geometry. Source: the Open Molecules 2025 dataset; level of theory: ωB97M-V/def2-TZVPD.

Calculated values
Gap between HOMO and LUMO (spin up / spin down), hartree: 0.2303 / 0.2293
SMILES: O=C=C=C=C=O
Highest occupied orbital energy (spin up / spin down), Ha: -0.3640 / -0.3635
M, g/mol: 80.04
F_max, eV/Å: 11.3

Geometry as XYZ:
```
6
Properties=species:S:1:pos:R:3:forces:R:3:mulliken_charge:R:1
O 3.124280 0.071239 -0.036951 1.2526 0.0293 -0.1186 -0.305
O -3.534918 0.084035 -0.059338 9.4572 -1.2870 0.3031 -0.368
C 1.981272 0.021389 -0.017920 -2.0280 -0.0441 0.2153 0.346
C -0.602637 -0.049868 0.148408 2.3827 -0.0252 -0.4811 0.150
C 0.685789 -0.031058 0.015666 0.1174 0.0193 0.2909 0.214
C -1.832221 -0.131252 -0.006571 -11.1819 1.3078 -0.2096 -0.037
```
Forces are in eV/Å.